# 1
Molecular formula: C52H108N5O12
Method: DFT, ωB97M-V with the def2-TZVPD basis set

Results
charge: -1
multiplicity: 1
frontier orbital gap: 0.1631 Eh
LUMO level: 0.96 eV
F_max: 4.6 eV/Å

Last column: Löwdin charge in e.
Atoms and positions in Å:
1 C -24.23 1.41 -1.28  -0.09
2 C -25.53 2.06 -1.73  -0.20
3 C -25.83 3.40 -0.98  -0.07
4 N -27.05 4.21 -1.53  -0.22
5 C -26.83 4.70 -3.03  0.07
6 C -27.45 5.45 -0.64  -0.08
7 C -29.00 5.63 -0.82  -0.14
8 C -29.61 4.28 -1.28  -0.10
9 C -28.33 3.35 -1.36  -0.07
10 H -24.15 1.17 -0.22  0.09
11 H -23.31 1.94 -1.52  0.07
12 H -24.07 0.43 -1.74  0.05
13 H -26.32 1.35 -1.51  0.10
14 H -25.58 2.15 -2.81  0.09
15 H -25.04 4.13 -1.19  0.12
16 H -26.06 3.25 0.07  0.13
17 H -26.66 3.73 -3.50  0.07
18 H -25.97 5.37 -3.02  0.10
19 H -27.73 5.19 -3.39  0.10
20 H -26.94 6.35 -0.98  0.11
21 H -27.15 5.27 0.39  0.12
22 H -29.15 6.33 -1.63  0.10
23 H -29.36 6.04 0.13  0.11
24 H -29.99 4.29 -2.30  0.09
25 H -30.41 3.95 -0.62  0.11
26 H -28.37 2.66 -2.20  0.10
27 H -28.18 2.75 -0.46  0.13
28 C -29.10 -1.53 -7.78  -0.08
29 C -30.66 -1.72 -7.83  -0.16
30 C -31.10 -2.50 -9.19  -0.05
31 N -32.65 -2.41 -9.31  -0.26
32 C -33.39 -2.83 -8.01  0.07
33 C -33.12 -3.26 -10.48  -0.09
34 C -34.29 -2.51 -11.21  -0.14
35 C -34.45 -1.28 -10.34  -0.17
36 C -33.07 -1.00 -9.68  -0.09
37 H -28.70 -0.93 -8.60  0.07
38 H -28.53 -2.46 -7.78  0.07
39 H -28.66 -1.01 -6.93  0.04
40 H -31.12 -0.73 -7.83  0.08
41 H -31.00 -2.13 -6.87  0.09
42 H -30.75 -3.53 -9.22  0.14
43 H -30.64 -2.02 -10.06  0.12
44 H -32.87 -3.70 -7.60  0.12
45 H -34.46 -2.99 -8.19  0.11
46 H -33.36 -1.96 -7.36  0.08
47 H -33.39 -4.26 -10.14  0.14
48 H -32.36 -3.29 -11.26  0.13
49 H -35.24 -3.01 -11.43  0.11
50 H -33.99 -2.22 -12.22  0.11
51 H -35.31 -1.38 -9.69  0.11
52 H -34.65 -0.37 -10.90  0.11
53 H -33.09 -0.41 -8.77  0.12
54 H -32.40 -0.72 -10.49  0.14
55 C -16.32 0.90 -4.37  -0.09
56 C -17.68 0.14 -4.69  -0.22
57 C -18.62 -0.04 -3.52  -0.14
58 N -19.88 -0.92 -3.77  -0.21
59 C -19.41 -2.39 -3.78  0.05
60 C -20.62 -0.67 -5.09  -0.08
61 C -22.08 -1.17 -4.80  -0.13
62 C -22.26 -0.80 -3.36  -0.19
63 C -20.96 -0.74 -2.67  -0.08
64 H -16.45 1.81 -3.78  0.07
65 H -15.72 1.33 -5.18  0.07
66 H -15.65 0.21 -3.87  0.07
67 H -17.47 -0.75 -5.28  0.11
68 H -18.14 0.90 -5.33  0.10
69 H -18.97 0.94 -3.20  0.13
70 H -18.08 -0.32 -2.61  0.13
71 H -18.97 -2.60 -2.80  0.11
72 H -18.78 -2.46 -4.67  0.09
73 H -20.24 -3.09 -3.88  0.11
74 H -20.15 -1.04 -6.00  0.13
75 H -20.61 0.41 -5.21  0.12
76 H -22.19 -2.24 -4.92  0.11
77 H -22.85 -0.78 -5.46  0.12
78 H -23.06 -1.25 -2.77  0.11
79 H -22.51 0.25 -3.46  0.10
80 H -20.89 -1.62 -2.03  0.13
81 H -20.69 0.09 -2.01  0.13
82 C -31.92 6.20 -7.66  -0.13
83 C -32.14 5.33 -6.50  -0.26
84 C -32.21 3.81 -6.84  -0.09
85 N -32.52 2.98 -5.56  -0.20
86 C -31.60 3.21 -4.34  0.04
87 C -32.50 1.49 -6.01  -0.10
88 C -33.54 0.74 -5.13  -0.14
89 C -34.69 1.78 -5.08  -0.11
90 C -33.98 3.18 -5.10  -0.08
91 H -31.03 5.95 -8.24  0.08
92 H -31.70 7.24 -7.41  0.08
93 H -32.77 6.07 -8.32  0.08
94 H -33.15 5.49 -6.13  0.10
95 H -31.36 5.64 -5.80  0.12
96 H -31.21 3.52 -7.18  0.12
97 H -32.90 3.71 -7.67  0.13
98 H -31.60 2.27 -3.79  0.10
99 H -31.87 4.13 -3.82  0.10
100 H -30.61 3.27 -4.80  0.07
101 H -31.45 1.18 -5.99  0.11
102 H -32.84 1.35 -7.03  0.11
103 H -33.13 0.46 -4.17  0.10
104 H -33.84 -0.26 -5.45  0.09
105 H -35.16 1.67 -4.11  0.12
106 H -35.43 1.53 -5.85  0.11
107 H -33.97 3.63 -4.11  0.11
108 H -34.56 3.90 -5.67  0.11
109 C -25.65 -1.59 -3.80  -0.08
110 C -27.16 -1.90 -3.77  -0.19
111 C -27.95 -0.91 -2.89  -0.08
112 N -29.51 -1.25 -2.71  -0.21
113 C -30.18 -1.18 -4.05  0.01
114 C -30.13 -0.20 -1.77  -0.09
115 C -31.43 -0.88 -1.35  -0.15
116 C -31.03 -2.32 -1.19  -0.13
117 C -29.76 -2.65 -2.06  -0.01
118 H -25.38 -0.56 -4.05  0.05
119 H -25.14 -2.29 -4.46  0.07
120 H -25.11 -1.84 -2.89  0.06
121 H -27.49 -2.90 -3.49  0.11
122 H -27.46 -1.83 -4.82  0.08
123 H -27.89 0.12 -3.24  0.10
124 H -27.51 -0.96 -1.90  0.11
125 H -29.98 -0.19 -4.46  0.09
126 H -31.23 -1.47 -3.97  0.09
127 H -29.81 -2.02 -4.64  0.09
128 H -30.29 0.72 -2.33  0.11
129 H -29.52 -0.04 -0.88  0.11
130 H -32.23 -0.69 -2.07  0.11
131 H -31.73 -0.49 -0.37  0.11
132 H -31.86 -3.01 -1.37  0.10
133 H -30.84 -2.51 -0.13  0.12
134 H -29.80 -3.36 -2.89  0.13
135 H -28.96 -2.82 -1.33  0.13
136 C -26.22 -4.47 -6.73  -0.06
137 C -26.33 -6.00 -6.66  -0.89
138 O -25.84 -6.60 -7.58  -0.06
139 O -26.77 -6.49 -5.62  -0.09
140 H -27.11 -4.05 -6.26  0.04
141 H -26.12 -4.06 -7.73  0.04
142 H -25.30 -4.22 -6.21  0.06
143 C -28.37 -0.05 2.80  -0.06
144 C -27.42 0.05 1.64  -0.81
145 O -27.68 -0.71 0.69  -0.09
146 O -26.41 0.80 1.71  -0.09
147 H -29.41 0.16 2.54  0.06
148 H -28.17 0.63 3.62  0.05
149 H -28.33 -1.02 3.30  0.07
150 C -24.64 -4.71 -1.68  -0.03
151 C -23.26 -4.21 -1.98  -0.87
152 O -22.85 -4.18 -3.17  -0.11
153 O -22.52 -3.97 -1.06  -0.06
154 H -25.08 -4.17 -0.84  0.07
155 H -24.64 -5.80 -1.62  0.08
156 H -25.28 -4.50 -2.54  0.05
157 C -33.63 -4.61 -3.05  -0.04
158 C -33.09 -3.78 -4.18  -0.83
159 O -33.61 -2.65 -4.47  -0.12
160 O -32.05 -4.14 -4.68  -0.05
161 H -32.83 -4.73 -2.32  0.05
162 H -33.95 -5.63 -3.25  0.07
163 H -34.38 -4.00 -2.54  0.07
164 C -26.60 1.43 -6.10  -0.02
165 C -28.04 1.86 -6.02  -0.80
166 O -28.74 2.03 -7.03  -0.08
167 O -28.48 2.21 -4.90  -0.11
168 H -26.17 1.39 -5.10  0.04
169 H -26.12 2.22 -6.70  0.08
170 H -26.55 0.45 -6.56  0.07
171 C -32.69 2.14 0.57  -0.05
172 C -33.48 2.23 -0.78  -0.78
173 O -34.49 1.49 -0.99  -0.10
174 O -33.26 3.26 -1.42  -0.10
175 H -33.01 1.40 1.31  0.06
176 H -32.61 3.06 1.13  0.05
177 H -31.64 1.92 0.39  0.03

---

# 2
Molecular formula: C52H114N4O22V2
Method: DFT, ωB97M-V with the def2-TZVPD basis set

Results
<S²>: 2.110
multiplicity: 3
frontier orbital gap (alpha / beta): 0.2646 / 0.2866 Eh
LUMO level (alpha / beta): -1.12 / -0.52 eV
F_max: 4.1 eV/Å

Last column: Löwdin spin population.
Atoms and positions in Å:
1 O 6.69 -2.12 0.82  -0.24
2 V 5.29 -1.44 1.07  1.20
3 O 3.38 -1.72 -4.22  -0.34
4 V 3.07 -1.17 -2.73  1.29
5 C 6.58 1.55 -2.21  0.00
6 C 5.72 0.48 -1.58  0.00
7 O 5.72 0.28 -0.38  0.01
8 O 5.07 -0.35 -2.34  0.02
9 H 7.27 1.09 -2.91  0.00
10 H 7.21 1.93 -1.40  0.00
11 H 5.94 2.34 -2.60  0.00
12 C 0.91 -0.55 1.05  0.00
13 C 2.28 -0.52 0.38  0.00
14 O 2.35 -0.38 -0.85  0.00
15 O 3.27 -0.68 1.14  0.00
16 H 0.97 0.06 1.95  0.00
17 H 0.67 -1.59 1.27  0.00
18 H 0.11 -0.15 0.42  0.00
19 C 3.03 -5.18 -0.56  0.00
20 C 3.68 -3.79 -0.77  0.00
21 O 3.51 -3.16 -1.82  0.01
22 O 4.30 -3.24 0.21  0.02
23 H 2.99 -5.56 0.46  0.00
24 H 3.66 -5.89 -1.10  0.00
25 H 2.02 -5.20 -0.96  0.00
26 C 5.90 -1.26 5.22  0.00
27 C 5.63 -1.39 3.75  0.00
28 O 6.03 -0.44 3.05  0.00
29 O 5.22 -2.42 3.20  0.00
30 H 6.93 -1.10 5.53  0.00
31 H 5.47 -2.13 5.71  0.00
32 H 5.29 -0.46 5.61  0.00
33 C 5.84 1.81 -6.29  0.00
34 C 4.69 0.91 -5.81  0.00
35 O 4.31 -0.11 -6.72  0.00
36 O 5.74 2.27 -7.55  0.00
37 H 6.71 1.16 -6.14  0.00
38 H 5.95 2.65 -5.61  0.00
39 H 3.82 1.57 -5.75  0.00
40 H 4.92 0.53 -4.82  0.00
41 H 4.23 0.32 -7.57  0.00
42 H 6.48 2.87 -7.59  0.00
43 C 0.15 -4.42 -2.62  0.00
44 C 0.21 -2.98 -2.25  0.00
45 O 0.94 -2.21 -3.20  0.00
46 O -0.62 -4.63 -3.80  0.00
47 H -0.33 -5.07 -1.88  0.00
48 H 1.12 -4.85 -2.89  0.00
49 H 0.57 -2.84 -1.24  0.00
50 H -0.79 -2.57 -2.11  0.00
51 H 0.22 -1.76 -3.64  0.00
52 H -0.21 -4.16 -4.54  0.00
53 C 3.83 3.36 0.76  0.00
54 C 5.28 3.40 1.13  0.00
55 O 5.40 3.95 2.46  0.00
56 O 3.32 4.68 0.64  0.00
57 H 3.28 2.78 1.50  0.00
58 H 3.77 2.78 -0.16  0.00
59 H 5.83 4.07 0.49  0.00
60 H 5.84 2.47 1.07  0.00
61 H 6.32 3.78 2.71  0.00
62 H 3.71 5.16 1.38  0.00
63 C -5.24 -4.28 0.11  0.00
64 C -4.00 -3.92 0.90  0.00
65 C -3.31 -2.90 0.01  0.00
66 C -2.14 -2.13 0.69  0.00
67 C -2.68 -1.47 1.99  0.00
68 C -3.50 -2.37 2.95  0.00
69 N -4.41 -3.22 2.10  0.00
70 O -5.19 -4.13 2.93  0.00
71 C -2.56 -3.21 3.90  0.00
72 C -4.38 -1.46 3.80  0.00
73 C -3.12 -5.16 1.08  0.00
74 H -5.83 -3.36 0.06  0.00
75 H -5.83 -5.05 0.60  0.00
76 H -5.03 -4.58 -0.91  0.00
77 H -2.79 -3.30 -0.87  0.00
78 H -4.00 -2.21 -0.47  0.00
79 H -1.68 -1.43 0.00  0.00
80 H -1.35 -2.83 0.95  0.00
81 H -3.22 -0.57 1.70  0.00
82 H -1.74 -1.08 2.40  0.00
83 H -1.79 -3.78 3.39  0.00
84 H -2.08 -2.57 4.64  0.00
85 H -3.05 -4.00 4.47  0.00
86 H -5.10 -1.00 3.11  0.00
87 H -4.93 -2.02 4.56  0.00
88 H -3.75 -0.74 4.31  0.00
89 H -3.69 -5.87 1.68  0.00
90 H -2.18 -4.93 1.58  0.00
91 H -2.83 -5.68 0.16  0.00
92 H -6.07 -3.82 2.71  0.00
93 C -2.72 1.72 -1.04  0.00
94 C -2.52 3.29 -1.01  0.00
95 C -3.76 4.01 -0.45  0.00
96 C -3.80 4.04 1.07  0.00
97 C -2.44 4.52 1.74  0.00
98 C -1.20 3.75 1.20  0.00
99 N -1.32 3.78 -0.31  0.00
100 O -0.23 3.13 -0.88  0.00
101 C 0.17 4.39 1.64  0.00
102 C -1.26 2.30 1.94  0.00
103 C -2.51 3.77 -2.52  0.00
104 H -2.15 1.34 -1.89  0.00
105 H -3.72 1.30 -1.13  0.00
106 H -2.30 1.19 -0.19  0.00
107 H -3.87 5.03 -0.82  0.00
108 H -4.75 3.67 -0.75  0.00
109 H -3.98 3.06 1.53  0.00
110 H -4.60 4.66 1.47  0.00
111 H -2.46 4.48 2.83  0.00
112 H -2.36 5.57 1.46  0.00
113 H 0.29 4.62 2.69  0.00
114 H 1.01 3.71 1.48  0.00
115 H 0.40 5.26 1.01  0.00
116 H -0.91 2.40 2.96  0.00
117 H -2.23 1.82 1.86  0.00
118 H -0.51 1.60 1.59  0.00
119 H -3.31 3.26 -3.04  0.00
120 H -1.57 3.45 -2.97  0.00
121 H -2.52 4.86 -2.62  0.00
122 H 0.25 3.80 -1.37  0.00
123 C -3.16 -0.76 -3.48  0.00
124 C -4.37 -0.98 -4.40  0.00
125 C -4.85 0.50 -4.69  0.00
126 C -5.80 0.63 -5.89  0.00
127 C -5.11 -0.06 -7.11  0.00
128 C -4.61 -1.52 -6.94  0.00
129 N -3.86 -1.66 -5.70  0.00
130 O -3.17 -2.92 -5.55  0.00
131 C -5.90 -2.44 -7.03  0.00
132 C -3.60 -1.88 -8.11  0.00
133 C -5.47 -1.74 -3.64  0.00
134 H -2.39 -0.06 -3.82  0.00
135 H -2.53 -1.60 -3.21  0.00
136 H -3.44 -0.57 -2.44  0.00
137 H -5.44 0.92 -3.88  0.00
138 H -4.01 1.13 -4.97  0.00
139 H -6.25 1.60 -6.12  0.00
140 H -6.67 -0.01 -5.69  0.00
141 H -4.28 0.56 -7.45  0.00
142 H -5.80 0.03 -7.94  0.00
143 H -6.38 -2.31 -8.00  0.00
144 H -5.72 -3.51 -6.88  0.00
145 H -6.73 -2.11 -6.41  0.00
146 H -4.01 -1.77 -9.11  0.00
147 H -2.79 -1.18 -8.27  0.00
148 H -3.13 -2.86 -8.24  0.00
149 H -5.14 -2.74 -3.39  0.00
150 H -6.42 -1.86 -4.16  0.00
151 H -5.79 -1.29 -2.70  0.00
152 H -3.86 -3.50 -5.23  0.00
153 C -0.11 0.26 4.85  0.00
154 C 1.10 1.06 5.47  0.00
155 C 1.99 1.47 4.29  0.00
156 C 3.08 2.52 4.75  0.00
157 C 2.39 3.75 5.27  0.00
158 C 1.45 3.35 6.56  0.00
159 N 0.48 2.29 6.12  0.00
160 O -0.46 1.90 7.14  0.00
161 C 2.34 2.91 7.77  0.00
162 C 0.56 4.59 6.79  0.00
163 C 1.83 0.07 6.40  0.00
164 H -0.73 -0.29 5.55  0.00
165 H 0.32 -0.53 4.24  0.00
166 H -0.81 0.82 4.23  0.00
167 H 2.47 0.61 3.83  0.00
168 H 1.34 1.85 3.50  0.00
169 H 3.69 2.83 3.90  0.00
170 H 3.82 2.15 5.46  0.00
171 H 1.95 4.35 4.47  0.00
172 H 3.19 4.34 5.71  0.00
173 H 2.03 2.05 8.36  0.00
174 H 3.35 2.68 7.43  0.00
175 H 2.50 3.74 8.46  0.00
176 H -0.47 4.38 7.07  0.00
177 H 0.95 5.32 7.50  0.00
178 H 0.38 5.07 5.83  0.00
179 H 1.29 -0.16 7.33  0.00
180 H 2.74 0.52 6.79  0.00
181 H 1.93 -0.96 6.06  0.00
182 H -1.26 2.38 6.91  0.00
183 C 2.25 -4.09 3.02  0.00
184 O 2.83 -3.47 4.12  0.00
185 H 2.57 -5.11 2.79  0.00
186 H 1.18 -4.07 3.20  0.00
187 H 2.39 -3.42 2.16  0.00
188 H 3.64 -3.15 3.73  0.00
189 C 2.56 1.96 -3.36  0.00
190 O 2.12 0.68 -3.79  0.01
191 H 2.70 1.88 -2.28  0.00
192 H 3.56 2.20 -3.72  0.00
193 H 1.90 2.78 -3.66  0.00
194 H 1.29 0.96 -4.19  0.00